P.
24
Properties=species:S:1:pos:R:3:mulliken_charge:R:1 method="wB97M-V/def2-TZVPD" orbital_gap_ev=9.51 homo_energy_ev=-8.62 smiles=CN(C)C.NCCO
C 2.23981 -0.33239 2.88563 -0.948
N 2.20926 0.28536 1.56729 -0.121
C 2.91345 -0.53568 0.59840 -0.922
C 0.84073 0.51520 1.13326 -0.975
H 3.27816 -0.44170 3.20011 0.344
H 1.76044 -1.32308 2.92016 0.327
H 1.77456 0.34492 3.60075 0.317
H 2.85438 -0.07401 -0.38563 0.284
H 3.96539 -0.61114 0.87025 0.333
H 2.49817 -1.55002 0.52311 0.344
H 0.84012 1.13991 0.23948 0.268
H 0.28383 1.02114 1.91874 0.352
H 0.31604 -0.41275 0.84906 0.389
N -0.35851 -0.23376 -2.28859 -0.548
C -1.73766 0.26951 -2.20058 -0.425
C -2.35867 -0.09204 -0.86620 -0.191
O -3.71651 0.33976 -0.88457 -0.533
H 0.27394 0.40385 -1.81789 0.154
H -0.07856 -0.22260 -3.26223 0.237
H -2.31885 -0.21412 -2.98261 0.372
H -1.82500 1.34522 -2.35548 0.259
H -1.82249 0.43486 -0.06770 0.055
H -2.27173 -1.16585 -0.70699 0.316
H -4.25229 -0.26773 -0.37229 0.312



Q.
24
Properties=species:S:1:pos:R:3:mulliken_charge:R:1 method="wB97M-V/def2-TZVPD" orbital_gap_ev=9.53 homo_energy_ev=-8.90 smiles=CC(C)CNCN.O
C 1.56987 -2.28934 -1.52955 -1.451
C 0.98000 -0.95822 -1.04916 0.991
C -0.14038 -0.45759 -1.94158 -1.151
C 0.52884 -1.11653 0.41909 -1.067
N -0.08876 0.06933 0.97827 -0.164
C 0.08590 0.29256 2.42489 -0.589
N 0.65373 1.57690 2.78163 -0.621
H 2.54750 -2.15615 -2.00511 0.335
H 1.72076 -2.95417 -0.67888 0.386
H 0.92250 -2.81253 -2.21900 0.354
H 1.76193 -0.19184 -1.06171 0.209
H 0.16321 0.10467 -2.82821 0.348
H -0.91508 0.16064 -1.46242 0.025
H -0.75046 -1.26312 -2.36461 0.332
H -0.16388 -1.96649 0.40872 0.228
H 1.39529 -1.39329 0.99856 0.454
H -1.05665 0.14050 0.73602 0.207
H 0.73669 -0.49462 2.80574 0.333
H -0.88631 0.25005 2.92081 0.369
H 1.48165 1.76894 2.23166 0.238
H -0.03406 2.29669 2.59893 0.239
O -2.95828 2.46533 -1.66513 -0.642
H -3.33481 1.58984 -1.82614 0.321
H -2.35824 2.33219 -0.91240 0.315



It comes down to Q, which is 49.7 kJ/mol more stable than the next structure.



P.
6
Properties=species:S:1:pos:R:3:mulliken_charge:R:1 method="wB97M-V/def2-TZVPD" orbital_gap_ev=8.57 homo_energy_ev=-10.22
C -0.27816 0.02889 0.02502 0.285
O 2.17769 0.51480 -0.61139 -0.413
O -1.62923 0.15998 0.09389 -0.357
S 0.92895 1.11920 -0.16511 0.393
Cl 0.67071 -2.10893 -0.31367 -0.274
H -1.86996 0.28607 0.97126 0.365



Q.
6
Properties=species:S:1:pos:R:3:mulliken_charge:R:1 method="wB97M-V/def2-TZVPD" orbital_gap_ev=8.38 homo_energy_ev=-10.01
C -0.74134 -0.57796 1.04708 0.353
O -1.67913 -2.51163 2.35548 -0.411
O -0.25507 0.35986 0.41017 -0.347
S -0.80429 -1.37054 2.44805 0.348
Cl -2.23381 -1.79707 -0.45826 -0.371
H 0.19545 0.14049 -0.39593 0.428



It comes down to P, which is 11.5 kJ/mol more stable than the next structure.



P.
21
Properties=species:S:1:pos:R:3:mulliken_charge:R:1 method="wB97M-V/def2-TZVPD" orbital_gap_ev=7.75 homo_energy_ev=-8.93
C -1.56470 -0.45167 1.13269 -0.150
C -2.30992 0.92134 0.84194 -0.713
S -3.45738 0.71815 -0.59137 -0.212
C -0.99306 -0.90030 -0.23277 -1.140
N 0.17850 -0.01938 -0.59360 -0.219
C 1.49788 -0.64334 -0.37497 -0.581
C 2.58394 0.47288 -0.26786 -0.296
O 3.55575 0.00313 0.53102 -0.480
H -0.64391 -0.38392 1.83671 0.232
H -2.42309 -1.15158 1.36847 0.281
H -1.57021 1.71635 0.59976 0.293
H -2.98606 1.24634 1.61171 0.395
H -1.80413 0.92880 -1.85668 0.105
H -1.75403 -0.74171 -0.98715 0.479
H -0.68098 -1.90810 -0.29399 0.385
H 0.03754 0.10481 -1.60519 0.222
H 1.32498 -1.17041 0.58159 0.307
H 1.60255 -1.49565 -1.09820 0.340
H 2.96361 0.77894 -1.26609 0.255
H 2.10365 1.45254 0.22418 0.183
H 4.33907 0.52280 0.43979 0.316



Q.
21
Properties=species:S:1:pos:R:3:mulliken_charge:R:1 method="wB97M-V/def2-TZVPD" orbital_gap_ev=4.18 homo_energy_ev=-7.82
C -1.20147 -0.68082 -1.95422 -0.931
N -0.56150 0.08118 -0.91395 -0.397
C 0.32375 -0.60239 -0.09919 0.125
C 1.36772 0.21282 0.57376 -0.569
C 1.71103 -0.55273 -0.75774 -0.884
S 4.30129 -0.22783 0.74354 -0.304
C -2.45691 0.78124 1.77706 -0.590
O -1.45415 1.44984 1.06077 -0.537
H -1.93370 -0.02324 -2.43183 0.346
H -0.49724 -1.01103 -2.72537 0.292
H -1.81099 -1.52925 -1.61515 0.363
H -1.20804 0.99323 0.19035 0.463
H -0.03598 -1.50954 0.38600 0.490
H 1.18776 1.27052 0.42239 0.237
H 1.59763 -0.02626 1.59832 0.380
H 2.47787 -1.32037 -0.59046 0.432
H 1.92775 0.07604 -1.60875 0.236
H 4.42876 0.87515 -0.00707 0.114
H -2.70815 1.34595 2.67508 0.247
H -3.35449 0.60900 1.17560 0.250
H -2.10094 -0.21151 2.10084 0.236



It comes down to P, which is 243.1 kJ/mol more stable than the next structure.



P.
21
Properties=species:S:1:pos:R:3:mulliken_charge:R:1 method="wB97M-V/def2-TZVPD" orbital_gap_ev=8.39 homo_energy_ev=-9.05
C -1.56451 1.34270 -1.35658 -0.940
C -0.80857 2.56740 -0.85029 -0.387
C 0.44072 2.20644 -0.06352 -0.589
S 0.11699 1.39824 1.52289 -0.232
H -1.94503 0.69824 -0.56238 0.241
H -0.89294 0.66356 -1.90249 0.211
H -2.35392 1.57841 -2.07434 0.377
H -0.53270 3.16791 -1.72028 0.315
H -1.46982 3.20321 -0.25391 0.297
H 1.02250 3.10711 0.14831 0.367
H 1.08051 1.57284 -0.67296 0.340
O -0.76829 -3.44381 0.23226 -0.494
C -0.41373 -2.38787 -0.21103 0.143
C 0.99600 -2.14773 -0.77305 -0.378
N 1.87713 -1.36090 0.10394 -0.471
H -1.11148 -1.54775 -0.45129 0.244
H 1.39615 -3.16158 -0.88503 0.355
H 0.85296 -1.57985 -1.69496 0.283
H 2.20777 -1.97802 0.83758 0.235
H -0.37208 -0.36756 1.12470 0.048
H 1.45904 -0.50067 0.46188 0.036



Q.
21
Properties=species:S:1:pos:R:3:mulliken_charge:R:1 method="wB97M-V/def2-TZVPD" orbital_gap_ev=9.85 homo_energy_ev=-9.06 smiles=OCNCCCCS
O 0.30565 -3.71062 0.80067 -0.570
C -0.02358 -2.29295 0.87795 -0.442
N 1.06013 -1.46875 1.29217 -0.250
C 1.77623 -0.70428 0.27597 -0.542
C 1.35070 0.77618 0.23924 -0.737
C 0.44435 1.09710 -0.98882 -0.756
C -1.05579 1.06701 -0.70086 -0.728
S -1.87749 2.68191 -0.79321 -0.255
H 0.87516 -3.94188 0.05448 0.289
H -0.79661 -2.32416 1.62330 0.279
H -0.34813 -1.98753 -0.10361 0.310
H 1.67971 -1.94345 1.92896 0.232
H 2.83399 -0.75745 0.53597 0.395
H 1.68394 -1.15019 -0.71759 0.326
H 0.75280 0.92643 1.13590 0.425
H 2.19464 1.45773 0.16958 0.350
H 0.65009 2.12114 -1.31589 0.426
H 0.79695 0.55174 -1.87149 0.451
H -1.55461 0.38812 -1.37320 0.354
H -1.30803 0.65568 0.28217 0.314
H -2.69331 2.47646 -1.83412 0.129



R.
21
Properties=species:S:1:pos:R:3:mulliken_charge:R:1 method="wB97M-V/def2-TZVPD" orbital_gap_ev=8.73 homo_energy_ev=-8.00 smiles="CC(N)=O.CCSC"
C 2.66091 1.72611 -0.49346 -1.153
C 1.47482 1.40865 0.37253 0.668
N 1.03236 2.46794 1.14928 -0.489
O 0.98459 0.30751 0.47255 -0.507
H 2.43734 2.38553 -1.33865 0.339
H 3.06417 0.81755 -0.94503 0.281
H 3.36886 2.20041 0.16728 0.368
H 0.18812 2.26374 1.66271 0.259
H 1.04808 3.34196 0.67352 0.233
C -0.37204 -2.36482 -0.28029 -0.856
C -1.01971 -1.55325 -1.40306 -0.400
S -2.40151 -0.44913 -0.88306 -0.170
C -2.53257 -0.45470 0.89287 -0.797
H 0.69836 -2.14361 -0.31545 0.193
H -0.39854 -3.44105 -0.43612 0.327
H -0.69336 -2.09939 0.71376 0.199
H -0.30319 -0.88071 -1.87354 0.250
H -1.44946 -2.24313 -2.12154 0.414
H -3.57072 -0.28115 1.15495 0.363
H -2.29090 -1.34376 1.48952 0.335
H -1.92560 0.33531 1.34122 0.143



It comes down to R, which is 90.3 kJ/mol more stable than the next structure.



P.
23
Properties=species:S:1:pos:R:3:mulliken_charge:R:1 method="wB97M-V/def2-TZVPD" orbital_gap_ev="8.51 / 8.18" homo_energy_ev="-7.69 / -7.65"
C -1.51946 1.22678 0.04562 -0.551
C -3.03021 0.62921 0.29290 -0.434
C -0.56712 0.41380 0.87623 -0.376
C 2.19061 1.16692 -0.51626 -1.228
C 0.54313 -1.10560 -1.68859 -1.019
C 2.05491 -1.55863 1.18747 -1.018
N -3.04196 -0.78523 0.41542 -0.166
N -2.15402 -1.49004 0.57441 -0.069
Si 0.98549 -0.42844 0.04571 0.424
H -1.33104 1.21717 -1.01861 0.266
H -1.56192 2.23848 0.36646 0.409
H -3.47975 1.07604 1.20509 0.350
H -3.44268 0.76515 -0.65905 0.333
H -0.72309 0.63623 1.99602 0.252
H 3.11914 1.10484 0.05334 0.336
H 2.29795 1.24583 -1.57618 0.356
H 1.70507 2.08517 -0.14742 0.334
H 0.31157 -0.09479 -2.15635 0.232
H 1.34999 -1.58447 -2.16243 0.381
H -0.32531 -1.74335 -1.56905 0.297
H 2.48184 -0.81323 1.95317 0.265
H 1.29438 -2.08607 1.80650 0.290
H 2.84246 -2.11581 0.67559 0.335



Q.
23
Properties=species:S:1:pos:R:3:mulliken_charge:R:1 method="wB97M-V/def2-TZVPD" orbital_gap_ev=9.65 homo_energy_ev=-8.67 smiles=C1CN[Si]2(C1)CCCN2
C -2.57973 0.66367 0.06313 -0.587
C -2.47670 -0.73416 -0.53572 -0.554
N -1.09528 -0.91569 -0.91354 -0.186
Si -0.00003 0.00001 0.04195 -0.071
C -1.39624 0.85816 1.00071 -0.789
C 1.39623 -0.85782 1.00095 -0.789
C 2.57972 -0.66366 0.06332 -0.587
C 2.47673 0.73401 -0.53589 -0.554
N 1.09532 0.91532 -0.91378 -0.186
H -2.50833 1.38860 -0.74857 0.278
H -3.53948 0.80081 0.56422 0.334
H -2.79263 -1.48170 0.20691 0.279
H -3.12681 -0.83371 -1.41135 0.331
H -0.89930 -1.76941 -1.40690 0.229
H -1.23891 1.91194 1.21222 0.359
H -1.59271 0.35965 1.94822 0.343
H 1.23895 -1.91153 1.21280 0.359
H 1.59274 -0.35903 1.94829 0.343
H 2.50829 -1.38883 -0.74818 0.278
H 3.53950 -0.80069 0.56440 0.334
H 2.79266 1.48183 0.20644 0.279
H 3.12678 0.83323 -1.41160 0.331
H 0.89922 1.76899 -1.40805 0.229



It comes down to Q, which is 525.8 kJ/mol more stable than the next structure.